Entry 1:
The following is a quantum chemistry calculation of a molecular structure, AsF6H14O7 in a non-equilibrium geometry, from the Open Molecules 2025 dataset.

HOMO-LUMO gap (alpha / beta) (eV): 10.28 / 1.96
⟨S²⟩: 0.757

The geometry in ORCA input format:
```
! RIJCOSX wB97M-V def2-TZVPD def2/J DEFGRID3
* xyz 0 2
As 20.82 11.77 -2.55
F 21.84 10.41 -1.98
F 20.02 11.90 -0.94
F 19.98 13.09 -3.35
F 21.58 11.54 -4.19
F 19.53 10.61 -3.06
F 22.07 13.01 -2.05
O 17.50 13.07 -4.36
H 17.18 12.18 -4.50
H 18.41 12.96 -4.07
O 23.74 12.37 -5.35
H 23.28 12.71 -6.12
H 23.07 11.90 -4.87
O 18.76 11.30 1.23
H 19.37 11.22 1.96
H 19.28 11.66 0.52
O 18.96 10.40 -5.59
H 19.46 10.54 -4.79
H 18.07 10.21 -5.28
O 21.30 7.81 -2.07
H 21.93 8.52 -1.93
H 21.58 7.40 -2.89
O 17.56 9.51 -0.74
H 18.29 8.90 -0.66
H 17.79 10.23 -0.16
O 24.34 13.76 -1.98
H 23.52 13.56 -1.52
H 24.09 13.78 -2.90
*
```

Entry 2:
The following is a quantum chemistry calculation of a molecular structure, AsH6S2 in a non-equilibrium geometry, from the Open Molecules 2025 dataset.

HOMO-LUMO gap (eV): 7.50

The geometry in ORCA input format:
```
! RIJCOSX wB97M-V def2-TZVPD def2/J DEFGRID3
* xyz -1 1
S -1.77 -0.55 -1.35
As 0.08 0.24 -0.28
S 1.89 0.85 0.99
H -2.24 -1.59 -0.48
H -0.75 0.19 1.03
H -0.33 1.74 -0.52
H 0.93 0.25 -1.60
H 0.50 -1.24 0.00
H 1.69 0.12 2.21
*
```

Entry 3:
The following is a quantum chemistry calculation of a molecular structure, B2Cd3H28O18P2 in a non-equilibrium geometry, from the Open Molecules 2025 dataset.

HOMO-LUMO gap (alpha / beta) (eV): 8.67 / 6.46
⟨S²⟩: 0.758

The geometry in ORCA input format:
```
! RIJCOSX wB97M-V def2-TZVPD def2/J DEFGRID3
* xyz -1 2
Cd -3.46 -25.51 23.92
Cd -5.03 -23.62 22.08
Cd -0.03 -23.82 23.15
P -2.50 -23.78 22.20
O -3.48 -24.97 22.03
O -3.34 -22.58 22.08
O -1.13 -23.77 21.52
O -2.09 -24.16 23.61
P -6.17 -25.21 23.72
O -5.11 -24.12 23.96
O -7.36 -25.63 24.61
O -5.17 -26.38 23.93
O -6.34 -25.01 22.22
B -2.93 -26.03 26.06
H -2.45 -25.95 27.03
H -2.21 -25.88 25.28
H -3.33 -27.04 26.02
H -3.71 -25.31 25.89
B 1.93 -23.89 22.15
H 1.99 -24.00 23.23
H 2.88 -23.62 21.72
H 1.55 -24.80 21.72
H 1.20 -23.15 21.87
O -3.94 -20.89 20.02
H -4.81 -21.18 19.76
H -3.67 -21.53 20.68
O -2.03 -20.30 22.38
H -2.43 -21.17 22.42
H -2.75 -19.70 22.56
O -1.10 -21.55 19.70
H -1.46 -22.31 20.15
H -1.76 -20.87 19.82
O -3.87 -25.52 18.74
H -3.21 -25.77 19.38
H -3.38 -25.33 17.94
O -2.42 -27.30 20.63
H -2.50 -26.49 21.14
H -1.60 -27.69 20.92
O -2.69 -23.04 26.87
H -3.59 -23.07 27.17
H -2.52 -23.91 26.52
O -5.21 -23.61 20.03
H -5.99 -23.21 19.65
H -5.02 -24.36 19.45
O -3.94 -21.64 24.81
H -3.51 -21.84 25.64
H -4.46 -22.42 24.61
O -2.54 -27.33 23.44
H -2.62 -27.93 22.70
H -2.56 -27.90 24.21
O 0.20 -24.48 19.56
H 0.35 -23.62 19.16
H -0.40 -24.31 20.28
*
```